Entry 1:
The following is a quantum chemistry calculation of a structure of composition C38H33BeF9N2P2STe4, from the Open Molecules 2025 dataset.

Output
ΔE to the lowest compared entry with this formula, charge and spin	0.0	kJ/mol
energy	-126372.036	eV

```
! RIJCOSX wB97M-V def2-TZVPD def2/J DEFGRID3
* xyz 0 1
Be 1.71 1.49 -0.39
Te 3.70 1.74 -1.70
Te 4.70 4.11 -0.66
Te 2.32 5.13 -1.44
Te 0.53 3.54 -0.14
F -7.79 1.73 1.03
C -7.05 2.51 0.22
F -7.74 2.65 -0.92
F -6.98 3.72 0.80
C -5.70 1.91 -0.02
C -5.63 0.67 -0.65
C -4.39 0.10 -0.90
C -3.22 0.76 -0.53
C -3.31 1.99 0.11
C -4.55 2.58 0.35
P -1.53 0.08 -0.84
C -1.49 0.14 -2.68
C -0.86 1.25 -3.25
C -0.72 1.35 -4.62
C -1.21 0.35 -5.44
C -1.87 -0.75 -4.89
C -2.01 -0.85 -3.52
C -1.03 0.40 -6.93
F -0.65 1.62 -7.35
F -0.08 -0.47 -7.33
F -2.15 0.07 -7.58
C -1.76 -1.70 -0.45
C -2.49 -2.04 0.70
C -2.44 -3.33 1.23
C -1.64 -4.28 0.63
C -0.94 -3.98 -0.52
C -1.00 -2.70 -1.06
C -1.53 -5.66 1.21
F -2.29 -6.55 0.54
F -0.27 -6.11 1.17
F -1.92 -5.70 2.50
H -6.54 0.16 -0.94
H -4.34 -0.86 -1.40
H -2.40 2.51 0.41
H -4.61 3.54 0.84
H -0.46 2.03 -2.61
H -0.22 2.21 -5.06
H -2.27 -1.52 -5.54
H -2.52 -1.70 -3.10
H -3.10 -1.29 1.19
H -3.01 -3.57 2.11
H -0.32 -4.74 -1.00
H -0.43 -2.48 -1.95
S 1.67 -0.47 -1.42
C 3.44 -0.70 -1.31
N 4.03 -1.07 -0.09
C 5.49 -0.99 -0.05
C 6.06 -1.84 -1.17
C 5.47 -1.35 -2.49
N 4.01 -1.35 -2.39
H 3.60 -0.58 0.68
H 5.83 -1.31 0.93
H 5.79 0.06 -0.19
H 5.79 -2.88 -1.01
H 7.15 -1.76 -1.18
H 5.76 -1.98 -3.32
H 5.83 -0.33 -2.69
H 3.51 -1.18 -3.25
C 1.21 -1.26 1.85
P 1.42 0.55 1.74
C 2.63 0.94 3.04
C 2.42 0.60 4.38
C 3.37 0.93 5.33
C 4.52 1.62 4.96
C 4.73 1.97 3.63
C 3.78 1.63 2.67
C -0.16 1.13 2.49
C -1.30 0.33 2.48
C -2.49 0.80 3.03
C -2.55 2.07 3.58
C -1.42 2.88 3.59
C -0.22 2.41 3.06
H 0.51 -1.58 1.07
H 0.83 -1.55 2.83
H 2.15 -1.77 1.66
H 1.51 0.09 4.67
H 3.21 0.66 6.37
H 5.25 1.90 5.71
H 5.62 2.51 3.34
H 3.93 1.93 1.64
H -1.27 -0.66 2.05
H -3.37 0.17 3.03
H -3.48 2.44 4.00
H -1.46 3.87 4.01
H 0.66 3.02 3.10
*
```

What are the Löwdin partial charges on each atom? They are as follows, in elementary charge units:
1 Be -0.5712
2 Te 0.5563
3 Te 0.0330
4 Te -0.0015
5 Te 0.2674
6 F 0.1385
7 C -0.5839
8 F 0.1421
9 F 0.1372
10 C -0.1213
11 C -0.0023
12 C -0.0641
13 C -0.3441
14 C -0.0832
15 C 0.0052
16 P 1.0757
17 C -0.3670
18 C -0.0958
19 C 0.0113
20 C -0.1209
21 C -0.0036
22 C -0.0737
23 C -0.5841
24 F 0.1391
25 F 0.1380
26 F 0.1380
27 C -0.3712
28 C -0.1068
29 C 0.0050
30 C -0.1264
31 C 0.0014
32 C -0.1046
33 C -0.5841
34 F 0.1415
35 F 0.1394
36 F 0.1355
37 H 0.1275
38 H 0.1105
39 H 0.0587
40 H 0.1241
41 H 0.0338
42 H 0.1257
43 H 0.1261
44 H 0.1033
45 H 0.0915
46 H 0.1259
47 H 0.1292
48 H 0.0831
49 S 0.5757
50 C -0.9869
51 N -0.0310
52 C -0.2036
53 C -0.1609
54 C -0.1977
55 N -0.0451
56 H 0.0491
57 H 0.1246
58 H 0.0893
59 H 0.1196
60 H 0.1174
61 H 0.1220
62 H 0.0922
63 H 0.1142
64 C -0.2358
65 P 0.9467
66 C -0.3655
67 C -0.0813
68 C -0.0737
69 C -0.0771
70 C -0.0682
71 C -0.1018
72 C -0.3878
73 C -0.1256
74 C -0.0851
75 C -0.0818
76 C -0.0705
77 C -0.1548
78 H 0.0117
79 H 0.0574
80 H 0.0431
81 H 0.1113
82 H 0.1057
83 H 0.1059
84 H 0.1077
85 H 0.0335
86 H 0.0577
87 H 0.1084
88 H 0.1083
89 H 0.1095
90 H 0.0891


Entry 2:
The following is a quantum chemistry calculation of a structure of composition C38H33BrN4O2P2PtS, from the Open Molecules 2025 dataset.

Output
ΔE to the lowest compared entry with this formula, charge and spin	252.0	kJ/mol
energy	-152683.804	eV

```
! RIJCOSX wB97M-V def2-TZVPD def2/J DEFGRID3
* xyz 2 1
Pt -0.29 -0.39 -1.59
N 2.02 2.60 -3.70
C 1.11 1.90 -3.01
S 1.75 0.47 -2.19
N -0.10 2.36 -2.92
N -0.97 1.54 -2.22
C -1.99 2.10 -1.69
C -3.05 1.40 -0.99
C -4.05 2.16 -0.37
C -5.14 1.56 0.21
C -5.25 0.16 0.14
C -4.28 -0.60 -0.48
C -3.14 0.00 -1.01
O -2.23 -0.81 -1.60
H 2.95 2.25 -3.84
H 1.72 3.42 -4.21
H -2.07 3.18 -1.80
H -3.96 3.24 -0.38
H -5.90 2.14 0.70
H -6.12 -0.32 0.56
H -4.36 -1.67 -0.54
O -0.97 -3.72 -6.80
C -0.83 -2.92 -5.74
C -1.50 -1.70 -5.60
C -1.29 -0.97 -4.46
N -0.46 -1.37 -3.49
C 0.18 -2.54 -3.64
Br 1.29 -3.05 -2.20
C 0.03 -3.35 -4.73
H -1.58 -3.36 -7.45
H -2.17 -1.34 -6.36
H -1.80 -0.03 -4.29
H 0.56 -4.29 -4.82
C -0.43 0.80 1.98
P -0.29 -0.55 0.73
C 1.22 -1.44 1.19
C 1.17 -2.63 1.92
C 2.33 -3.35 2.16
C 3.54 -2.90 1.67
C 3.61 -1.71 0.95
C 2.45 -0.98 0.71
C -1.62 -1.67 1.25
C -1.68 -2.90 0.59
C -2.59 -3.86 0.98
C -3.46 -3.60 2.04
C -3.43 -2.37 2.67
C -2.52 -1.41 2.28
P 0.82 2.01 2.46
C 1.23 3.23 1.27
C 0.70 3.26 -0.02
C 1.01 4.32 -0.85
C 1.83 5.34 -0.41
C 2.35 5.34 0.88
C 2.03 4.30 1.73
C 2.21 1.19 3.16
C 1.97 0.21 4.14
C 3.03 -0.47 4.71
C 4.34 -0.14 4.35
C 4.58 0.87 3.42
C 3.53 1.55 2.83
H -0.62 0.25 2.90
H -1.34 1.37 1.75
H 0.22 -3.00 2.29
H 2.28 -4.27 2.73
H 4.44 -3.48 1.84
H 4.55 -1.36 0.56
H 2.51 -0.06 0.14
H -1.00 -3.12 -0.23
H -2.63 -4.81 0.47
H -4.16 -4.36 2.36
H -4.12 -2.16 3.48
H -2.54 -0.45 2.79
H 0.05 2.46 -0.37
H 0.60 4.35 -1.85
H 2.06 6.17 -1.07
H 2.97 6.15 1.23
H 2.39 4.31 2.76
H 0.96 -0.02 4.45
H 2.85 -1.23 5.45
H 5.16 -0.66 4.81
H 5.60 1.12 3.16
H 3.73 2.32 2.10
*
```

What are the Löwdin partial charges on each atom? They are as follows, in elementary charge units:
1 Pt 1.0319
2 N 0.1194
3 C -0.7938
4 S 0.6397
5 N 0.0295
6 N -0.1177
7 C -0.0403
8 C -0.1496
9 C -0.0156
10 C -0.0468
11 C -0.0245
12 C 0.0007
13 C -0.3334
14 O -0.2820
15 H 0.1017
16 H 0.1233
17 H 0.1622
18 H 0.1265
19 H 0.1186
20 H 0.1236
21 H 0.1285
22 O 0.1388
23 C -0.2769
24 C 0.0459
25 C -0.0900
26 N -0.1597
27 C -0.6902
28 Br 0.9080
29 C 0.0023
30 H 0.1406
31 H 0.1356
32 H 0.1217
33 H 0.1360
34 C -0.4637
35 P 0.9364
36 C -0.3743
37 C -0.0681
38 C -0.0441
39 C -0.0411
40 C -0.0523
41 C -0.1571
42 C -0.3814
43 C -0.1217
44 C -0.0456
45 C -0.0417
46 C -0.0490
47 C -0.0720
48 P 1.0627
49 C -0.3895
50 C -0.1042
51 C -0.0857
52 C -0.0537
53 C -0.0539
54 C -0.0967
55 C -0.3953
56 C -0.1011
57 C -0.0676
58 C -0.0634
59 C -0.0690
60 C -0.0893
61 H 0.0426
62 H 0.0632
63 H 0.1085
64 H 0.1195
65 H 0.1205
66 H 0.1217
67 H 0.0329
68 H 0.0706
69 H 0.1193
70 H 0.1202
71 H 0.1198
72 H 0.1057
73 H 0.0473
74 H 0.0851
75 H 0.1129
76 H 0.1180
77 H 0.1163
78 H 0.1039
79 H 0.1144
80 H 0.1125
81 H 0.1137
82 H 0.0998


Entry 3:
The following is a quantum chemistry calculation of a structure of composition C38H33F2MoNP2S3Sb, from the Open Molecules 2025 dataset.

Output
ΔE to the lowest compared entry with this formula, charge and spin	199.9	kJ/mol
energy	-106344.313	eV
expectation value of S²	0.86

```
! RIJCOSX wB97M-V def2-TZVPD def2/J DEFGRID3
* xyz 0 2
Mo 0.09 -0.21 0.57
S 0.85 4.36 -0.49
Sb 0.18 3.72 1.73
S 1.04 1.55 1.98
S -1.18 3.77 -0.24
C 2.33 -2.00 -1.59
N 1.19 -2.36 -2.41
C 0.26 -1.27 -2.70
P -1.02 -1.38 -1.38
C -1.85 -2.96 -1.76
C -1.97 -3.37 -3.09
C -2.61 -4.56 -3.41
C -3.15 -5.35 -2.41
C -3.05 -4.94 -1.09
C -2.40 -3.76 -0.77
C -2.36 -0.15 -1.53
C -3.21 0.01 -2.63
C -4.26 0.92 -2.57
C -4.49 1.66 -1.42
C -3.65 1.51 -0.32
C -2.59 0.62 -0.40
C 1.53 -3.19 -3.52
C 1.65 -2.68 -4.81
C 1.97 -3.51 -5.87
C 2.20 -4.86 -5.66
C 2.11 -5.37 -4.37
C 1.77 -4.54 -3.31
P 2.05 -1.52 0.19
C 3.72 -0.87 0.50
C 4.80 -1.71 0.77
C 6.08 -1.19 0.91
C 6.28 0.17 0.77
C 5.22 1.01 0.49
C 3.94 0.50 0.36
C 1.97 -3.10 1.08
C 2.32 -3.18 2.43
C 2.14 -4.36 3.12
C 1.60 -5.47 2.48
C 1.24 -5.39 1.15
C 1.42 -4.21 0.45
H 2.89 -1.15 -2.03
H 3.01 -2.86 -1.57
H -0.16 -1.38 -3.69
H 0.72 -0.28 -2.63
H -1.55 -2.79 -3.89
H -2.68 -4.86 -4.44
H -3.65 -6.27 -2.66
H -3.47 -5.54 -0.30
H -2.35 -3.45 0.27
H -3.07 -0.58 -3.52
H -4.91 1.04 -3.43
H -5.31 2.36 -1.39
H -3.82 2.09 0.58
H -1.98 0.53 0.53
H 1.51 -1.62 -4.99
H 2.05 -3.10 -6.87
H 2.45 -5.51 -6.48
H 2.28 -6.42 -4.19
H 1.68 -4.95 -2.32
H 4.65 -2.78 0.88
H 6.91 -1.85 1.12
H 7.28 0.58 0.88
H 5.37 2.08 0.38
H 3.11 1.16 0.16
H 2.73 -2.31 2.94
H 2.41 -4.42 4.16
H 1.46 -6.39 3.03
H 0.80 -6.25 0.65
H 1.08 -4.13 -0.57
F -2.73 -3.32 5.31
C -2.11 -2.65 4.31
C -1.74 -3.33 3.18
C -1.08 -2.63 2.18
C -0.79 -1.25 2.26
C -1.20 -0.62 3.45
C -1.84 -1.30 4.47
H -1.94 -4.39 3.09
H -0.73 -3.19 1.32
H -0.99 0.43 3.59
H -2.14 -0.81 5.39
F 0.35 0.89 -0.97
*
```

What are the Löwdin partial charges on each atom? They are as follows, in elementary charge units:
1 Mo 0.8753
2 S -0.1494
3 Sb 0.4113
4 S -0.1337
5 S -0.1423
6 C -0.2705
7 N -0.1979
8 C -0.3165
9 P 1.0237
10 C -0.3237
11 C -0.0936
12 C -0.0727
13 C -0.0798
14 C -0.0713
15 C -0.0814
16 C -0.3381
17 C -0.0707
18 C -0.0734
19 C -0.0712
20 C -0.1119
21 C -0.1621
22 C -0.2549
23 C -0.0269
24 C -0.0790
25 C -0.0932
26 C -0.0768
27 C -0.0200
28 P 0.9478
29 C -0.3609
30 C -0.0884
31 C -0.0790
32 C -0.0804
33 C -0.0696
34 C -0.1176
35 C -0.3746
36 C -0.0917
37 C -0.0677
38 C -0.0774
39 C -0.0734
40 C -0.1114
41 H 0.1111
42 H 0.1063
43 H 0.0744
44 H 0.0834
45 H 0.0920
46 H 0.1061
47 H 0.1039
48 H 0.1057
49 H 0.0776
50 H 0.1029
51 H 0.1045
52 H 0.1065
53 H 0.1073
54 H 0.0542
55 H 0.1129
56 H 0.1039
57 H 0.1008
58 H 0.1043
59 H 0.0976
60 H 0.1054
61 H 0.1035
62 H 0.1031
63 H 0.1070
64 H 0.0541
65 H 0.1192
66 H 0.1072
67 H 0.1037
68 H 0.1062
69 H 0.0740
70 F 0.0425
71 C -0.2830
72 C -0.0166
73 C -0.1729
74 C -0.3303
75 C -0.1504
76 C -0.0233
77 H 0.1158
78 H 0.0481
79 H 0.0452
80 H 0.1144
81 F -0.5831


Largest force on an atom (computed, eV Å⁻¹): 2.2; 2.1; 1.6